Computed, not measured: 3 unconnected molecules or ions with the total composition C3H14N2O2, with ωB97M-V/def2-TZVPD.

HOMO-LUMO gap	0.3317	Eh
strongest force on any atom	1.07	eV Å⁻¹
charge	0
SMILES	NCCCN.O.O

Last column: natural (NBO) charge in e.
Atoms and positions in Å:
H: -1.315 -2.235 2.720  0.466
H: -3.420 -0.056 1.248  0.477
H: 2.347 -0.599 1.174  0.340
H: -1.840 -0.684 -1.960  0.358
N: -1.434 0.242 -1.994  -0.856
H: -0.493 -1.266 3.467  0.474
C: -0.010 0.322 -1.838  -0.209
H: 0.033 1.413 0.092  0.210
O: -2.935 0.045 0.421  -0.954
H: 0.185 -0.288 0.199  0.175
H: 0.424 1.083 -2.507  0.169
O: -1.267 -1.291 2.889  -0.939
N: 2.549 0.367 0.939  -0.815
H: -1.996 0.764 -1.345  0.382
H: 3.559 0.355 0.830  0.347
H: 0.505 -0.562 -2.215  0.181
H: -2.118 -0.424 0.583  0.478
H: 2.379 -0.048 -1.173  0.157
C: 2.022 0.644 -0.406  -0.215
H: 2.324 1.647 -0.712  0.188
C: 0.500 0.570 -0.410  -0.414

***

Computed, not measured: 6 unconnected molecules or ions with the total composition C21H54O6, with ωB97M-V/def2-TZVPD.

HOMO-LUMO gap	0.3759	Eh
strongest force on any atom	1.19	eV Å⁻¹
charge	0
SMILES	CC(C)O.CCOCC.CCOCC.CCOCC.CCOCC.CCO

Last column: Mulliken charge in e.
Atoms and positions in Å:
H: -18.185 11.409 13.744  0.191
C: -10.708 7.461 9.824  -1.196
H: -16.911 17.428 5.813  0.396
C: -17.213 9.480 14.077  -1.099
H: -17.030 16.697 9.431  0.170
H: -17.115 18.923 12.146  -0.183
H: -10.755 9.600 9.305  0.310
C: -18.156 18.203 7.929  -0.411
C: -16.247 15.088 10.157  -0.095
H: -16.355 15.927 17.553  0.321
H: -18.452 17.598 13.917  0.429
C: -16.103 20.864 12.140  -1.630
H: -19.131 16.152 13.221  0.454
H: -14.811 16.108 5.772  0.397
H: -9.714 7.396 9.364  0.381
H: -14.670 10.027 10.904  0.296
H: -12.463 11.093 10.072  0.347
H: -15.121 14.648 17.466  0.391
H: -15.727 15.065 12.225  0.270
H: -10.721 6.849 10.720  0.289
H: -14.871 15.024 15.030  0.293
H: -11.825 10.811 11.685  0.276
H: -18.805 17.358 8.193  0.241
H: -14.679 16.230 7.514  0.222
H: -15.280 15.571 9.965  0.243
C: -15.349 15.786 15.665  -0.398
H: -10.236 9.218 10.940  0.276
C: -15.913 15.154 16.916  -1.180
H: -15.874 18.145 13.793  0.308
H: -19.189 10.021 13.351  0.278
C: -16.542 16.953 6.731  -0.259
H: -13.978 9.918 12.483  0.297
H: -11.394 7.090 9.063  0.315
C: -16.115 19.347 12.263  1.294
H: -18.461 12.337 11.617  0.084
O: -17.269 16.092 10.147  -0.502
H: -17.008 21.276 12.587  0.387
C: -17.436 15.815 14.520  -0.184
C: -13.927 10.494 11.562  -0.793
H: -18.356 12.083 9.167  0.349
C: -15.051 16.744 6.625  -1.165
C: -17.940 11.286 9.789  -1.148
H: -15.967 21.211 11.117  0.329
C: -18.189 16.625 13.493  -0.771
H: -14.277 11.519 11.672  0.086
H: -16.190 9.855 14.020  0.170
H: -16.722 14.452 16.717  0.289
O: -16.797 17.781 7.851  -0.367
H: -14.568 16.496 15.939  0.362
H: -15.500 18.910 10.235  0.141
H: -18.239 19.005 9.962  0.007
O: -17.699 10.464 11.987  -0.242
H: -15.236 17.589 11.293  -0.156
H: -14.540 17.699 6.517  0.298
H: -17.553 16.772 12.620  -0.312
O: -16.276 16.531 14.892  -0.314
H: -17.483 20.064 8.722  0.247
H: -18.070 15.596 15.386  0.324
C: -18.263 19.329 8.923  -0.869
C: -18.153 10.389 13.330  -0.119
O: -15.656 19.066 13.594  -0.556
H: -16.855 11.379 9.823  0.151
C: -10.948 8.925 10.146  -0.243
H: -18.482 18.552 6.940  0.551
H: -17.473 9.350 15.126  0.397
O: -12.236 9.085 10.663  -0.269
H: -17.214 8.506 13.583  0.295
H: -15.602 13.472 11.470  -0.197
H: -16.439 14.406 9.318  0.467
C: -16.186 14.387 11.492  -0.255
H: -17.158 14.839 14.090  0.248
H: -15.250 21.240 12.707  0.412
C: -18.489 11.324 11.193  -0.013
H: -18.216 10.364 9.275  0.381
C: -15.185 18.685 11.262  -0.686
H: -19.535 10.984 11.211  0.354
H: -19.211 19.857 8.780  0.468
C: -12.548 10.428 10.941  -0.446
H: -17.186 14.242 11.907  -0.084
H: -17.055 15.989 6.848  0.261
H: -14.128 18.933 11.355  0.401

***

Computed, not measured: 2 unconnected molecules or ions with the total composition C2H6NO2, with ωB97M-V/def2-TZVPD.

HOMO-LUMO gap	0.4465	Eh
strongest force on any atom	4.67	eV Å⁻¹
charge	+1

Last column: natural (NBO) charge in e.
Atoms and positions in Å:
H: 0.685 0.517 2.503  0.256
C: 0.406 -0.102 1.556  -0.106
H: -1.947 1.181 -0.573  0.471
C: -0.487 0.407 0.502  0.696
H: 1.104 -0.876 1.276  0.242
H: 0.501 -1.801 -1.862  0.513
O: -0.964 -0.522 1.336  -0.355
H: -0.206 1.467 -1.117  0.461
N: -0.891 1.082 -0.479  -0.677
H: 1.304 -0.418 -1.727  0.490
O: 0.497 -0.934 -1.414  -0.990

***

Computed, not measured: a single C2H4N2O molecule, with ωB97M-V/def2-TZVPD.

HOMO-LUMO gap	0.3154	Eh
strongest force on any atom	1.31	eV Å⁻¹
charge	0

Last column: natural (NBO) charge in e.
Atoms and positions in Å:
C: 0.481 -0.325 -0.923  0.518
H: -1.335 1.336 0.508  0.329
N: -0.275 -1.112 -0.075  -0.647
C: 0.254 0.173 0.796  0.350
N: -0.356 1.277 0.215  -0.865
O: 1.452 0.062 -0.090  -0.455
H: 0.462 0.022 1.859  0.188
H: 0.588 -0.322 -2.006  0.211
H: -1.271 -1.111 -0.284  0.371

***

Computed, not measured: 4 unconnected molecules or ions with the total composition C3H14N2O3, with ωB97M-V/def2-TZVPD.

HOMO-LUMO gap	0.3471	Eh
strongest force on any atom	1.68	eV Å⁻¹
charge	0
SMILES	CC/N=C\N.O.O.O

Last column: natural (NBO) charge in e.
Atoms and positions in Å:
O: 0.655 -2.384 0.877  -0.952
H: 0.625 -2.623 -2.886  0.475
H: 0.113 0.973 3.055  0.187
H: -0.557 -0.551 0.473  0.396
C: -1.784 1.096 0.941  0.268
H: 0.303 -3.267 1.019  0.487
H: 1.150 1.569 0.165  0.220
H: 1.362 0.073 1.159  0.192
H: -2.092 -0.619 -0.189  0.398
O: -0.443 0.894 -3.062  -0.930
H: 0.388 -1.778 1.550  0.471
C: 0.201 1.613 2.164  -0.269
H: -1.001 1.491 -2.522  0.466
H: 2.205 1.664 1.361  0.225
N: -1.148 1.901 1.690  -0.500
C: 1.252 1.155 1.185  -0.649
H: 0.232 1.549 -3.311  0.464
O: 0.680 -3.261 -3.595  -0.944
H: -2.827 1.401 0.795  0.168
H: 0.520 2.599 2.550  0.198
H: 1.609 -3.404 -3.788  0.469
N: -1.443 -0.092 0.368  -0.842

***

Computed, not measured: a molecular structure, C5H15NO2, with ωB97M-V/def2-TZVPD.

HOMO-LUMO gap	0.1251	Eh
strongest force on any atom	3.47	eV Å⁻¹
charge	0

Last column: natural (NBO) charge in e.
Atoms and positions in Å:
H: -0.855 -0.846 2.096  0.202
C: -1.080 1.906 1.275  -0.231
N: -1.728 1.171 -1.277  -0.423
H: 3.634 0.054 -0.154  0.449
H: 2.145 -2.500 -1.480  0.435
H: 0.514 1.050 0.158  0.262
H: 0.975 0.974 1.939  0.296
O: 2.725 -0.013 0.166  -1.097
C: -1.264 -0.878 -0.050  -0.413
H: -1.484 1.648 -0.042  0.240
H: 2.366 -1.039 -0.208  0.506
O: 1.599 -2.073 -0.758  -1.178
H: -1.182 -1.929 -0.281  0.260
H: -0.748 2.914 1.541  0.236
H: 0.112 -0.016 -1.610  0.270
H: -2.374 -0.668 0.098  0.191
C: -0.965 -0.097 -1.384  -0.303
H: -1.249 1.812 -2.024  0.379
H: 0.512 -1.220 1.063  0.292
C: -0.386 -0.593 1.136  -0.429
H: -1.414 -0.639 -2.282  0.289
H: -1.994 1.511 1.817  0.237
C: 0.120 0.893 1.197  -0.471

***

Computed, not measured: 2 unconnected molecules or ions with the total composition C9H14, with ωB97M-V/def2-TZVPD.

HOMO-LUMO gap	0.3711	Eh
strongest force on any atom	2.34	eV Å⁻¹
charge	0
SMILES	Cc1ccccc1.CC

Last column: natural (NBO) charge in e.
Atoms and positions in Å:
C: -0.992 1.511 -1.120  -0.218
H: 2.803 -1.487 -1.496  0.221
C: -1.517 -0.931 2.857  -0.603
H: 2.209 0.847 -0.317  0.210
H: -1.025 0.553 4.267  0.196
H: 1.720 -1.914 -2.909  0.214
H: 0.490 2.246 0.283  0.209
H: -0.334 -1.093 -3.150  0.203
C: 2.211 -1.131 -2.333  -0.627
H: 2.914 -0.670 -3.038  0.219
H: -2.212 0.337 -2.449  0.214
H: -1.142 -1.376 1.940  0.204
C: -0.153 -0.294 -2.436  -0.216
H: -2.541 -0.576 2.837  0.204
C: -1.232 0.489 -2.022  -0.204
H: -1.487 -1.744 3.590  0.196
C: 1.345 0.821 -0.966  -0.210
H: -0.470 0.990 2.700  0.206
H: -1.845 2.102 -0.809  0.212
C: -0.525 0.144 3.377  -0.610
C: 1.143 -0.137 -1.962  -0.016
C: 0.274 1.651 -0.598  -0.210
H: 0.366 -0.341 3.756  0.208

***

Computed, not measured: a molecular structure, C41H39As2F6N2O4PS2V, with ωB97M-V/def2-TZVPD.

HOMO-LUMO gap (alpha / beta)	0.2612 / 0.2279	Eh
strongest force on any atom	3.57	eV Å⁻¹
charge	0
multiplicity	2

Last column: Mulliken spin population.
Atoms and positions in Å:
H: 3.608 -1.246 3.268  0.000
H: -4.618 2.570 0.318  0.000
C: 1.122 2.470 5.799  -0.004
H: 4.343 2.092 1.327  -0.001
C: 4.509 1.708 -3.427  0.019
C: 2.721 1.256 -1.289  -0.105
C: -4.531 1.668 -0.276  0.002
F: -1.690 4.082 1.546  0.000
H: 5.177 1.899 -4.257  0.002
H: 3.624 -2.347 -3.149  0.000
H: -3.624 -6.165 0.819  0.000
C: -0.550 -1.660 4.631  0.002
F: -2.110 2.873 -3.437  0.000
H: 3.727 2.390 3.653  -0.002
H: 0.666 -2.014 0.715  -0.032
N: 1.692 -0.976 -0.755  -0.080
H: 3.131 3.332 -0.810  -0.001
H: 4.204 -0.338 -3.949  -0.001
O: 0.922 2.710 -3.085  0.001
H: 4.745 0.492 0.692  0.000
C: -2.267 -2.762 -0.465  0.012
H: 0.572 -3.459 -4.697  0.000
O: 1.900 3.224 1.295  -0.004
C: 1.949 1.208 3.453  -0.001
H: -1.849 -2.354 1.599  0.002
C: -3.343 0.947 -0.261  0.007
C: 0.693 0.914 4.001  0.008
C: 3.342 2.504 -1.475  0.020
H: -4.191 -1.542 -2.392  0.000
N: 0.462 3.575 -0.743  0.009
S: 0.069 2.639 -1.954  -0.028
H: 0.380 -2.223 4.708  0.000
C: -1.261 -0.637 -5.030  -0.001
F: -2.283 3.655 -1.426  0.000
C: -2.743 -4.284 1.356  0.003
C: -4.280 -0.642 -1.797  -0.001
C: -1.469 3.540 -2.480  0.003
F: -1.180 4.756 -2.925  0.000
C: -0.048 -2.613 -4.426  -0.003
C: 4.329 1.026 1.545  0.007
F: -0.051 4.298 2.935  0.000
C: -5.587 1.241 -1.062  -0.001
S: 0.592 3.081 0.732  -0.008
H: -2.722 -4.509 2.416  0.000
H: 1.420 -4.247 0.002  -0.001
H: -1.368 -2.366 4.484  0.000
C: -0.440 -1.694 -5.389  0.000
H: -2.317 0.346 -3.454  0.000
H: -2.452 0.489 4.504  0.000
H: -2.982 -0.171 2.950  0.000
C: 2.967 -2.312 -2.291  0.016
C: 2.957 -1.358 2.404  0.007
C: 1.734 -3.369 -0.547  0.019
H: -2.232 1.427 3.003  0.000
O: -0.187 1.892 1.066  0.008
C: -1.669 -0.480 -3.713  0.005
C: -2.217 0.431 3.442  0.000
H: 2.074 -1.930 2.686  -0.003
O: -0.428 1.338 -1.537  -0.012
C: 3.960 0.456 -3.253  -0.023
C: 0.298 1.549 5.176  0.002
F: -0.185 5.602 1.213  0.000
C: -0.387 4.368 1.649  0.000
V: 1.117 0.774 -0.185  1.219
H: -0.102 -1.801 -6.412  0.000
C: 4.218 2.726 -2.521  -0.021
H: 4.668 3.702 -2.654  -0.002
C: -1.253 -1.377 -2.732  0.005
H: -6.292 -0.262 -2.422  0.000
H: -2.757 -3.514 -2.419  0.000
H: -2.507 1.293 0.333  -0.001
As: -0.457 -0.384 3.104  0.012
P: -1.598 -1.102 -0.947  -0.006
H: -0.668 1.326 5.614  0.001
C: 1.310 -2.126 -0.148  0.012
H: 3.002 3.504 5.721  0.000
C: -3.254 -4.927 -0.896  0.004
H: 4.916 0.809 2.437  -0.002
H: -6.505 1.814 -1.099  0.000
C: -3.247 -5.215 0.461  -0.002
C: 2.562 -3.472 -1.668  -0.041
H: 0.805 2.954 6.715  0.000
C: -2.766 -3.712 -1.355  -0.008
C: 3.090 0.223 -2.184  -0.044
As: 2.480 0.443 1.731  0.012
H: 2.895 -4.440 -2.019  -0.004
C: 2.559 -1.071 -1.801  0.033
H: -0.148 -3.178 -2.366  -0.001
C: -5.461 0.081 -1.819  0.001
H: 3.489 -1.895 1.617  0.001
C: -0.448 -2.453 -3.109  -0.001
C: -2.257 -3.070 0.895  -0.009
C: 2.358 2.773 5.249  0.004
C: -3.205 -0.207 -1.024  -0.002
H: -0.714 -1.123 5.564  0.000
H: -3.637 -5.653 -1.602  0.000
C: 2.767 2.141 4.087  -0.003
H: -1.588 0.073 -5.779  0.000